The following is a quantum chemistry calculation of C4H6N2S in the gas phase at a distorted geometry, from OMol25.

XYZ file:
```
13
Properties=species:S:1:pos:R:3:forces:R:3:lowdin_charge:R:1
C -1.29879 0.15423 -0.93894 -1.2 1.2 1.8 -0.095
C -1.86464 0.40828 0.49843 1.7 0.5 0.2 -0.335
C 0.67784 1.24425 -0.35916 -0.7 -4.2 1.4 -0.456
C 1.54287 -1.26580 0.35145 1.3 1.7 2.7 -0.328
N -0.18868 0.66459 -1.18801 0.2 -0.1 -1.2 0.004
N -1.11454 0.84539 1.37527 0.7 0.4 -0.5 0.081
S 2.14846 0.46771 0.15343 -0.5 -1.1 0.3 0.887
H -2.09693 -0.26992 -1.52112 0.7 -0.3 -1.4 0.103
H -2.92968 0.30228 0.58115 -0.7 -0.5 0.0 0.069
H 0.84699 2.22124 -0.17866 -0.5 3.6 -0.2 0.029
H 1.16768 -1.52069 1.35352 0.2 0.7 -0.1 0.061
H 2.34569 -1.90354 0.15657 1.2 -1.0 -0.7 0.010
H 0.76372 -1.34802 -0.28395 -2.3 -0.7 -2.3 -0.029
```
Forces are in eV/Å.

For the total energy, the calculation gives -663.560815 Eh. For the orbital gap (alpha / beta), the calculation gives 7.63 / 7.61 eV. As for the net charge: 0. The lowest unoccupied orbital energy (alpha / beta) comes out at 0.08 / 0.07 eV.

=====

The following is a quantum chemistry calculation of a molecular structure, C46H59AuN2O6P4S at a distorted geometry, from OMol25.

XYZ file:
```
119
Properties=species:S:1:pos:R:3:forces:R:3:lowdin_charge:R:1
Au 0.93168 -0.62896 -0.33109 0.0 -0.5 0.0 0.864
C 1.27050 6.34901 -0.96415 -0.1 -0.4 0.2 -0.018
C 0.13591 5.33330 -0.99691 -0.3 0.9 0.0 -0.417
C -0.80554 5.63561 -2.15406 0.1 -0.3 0.3 -0.026
O 0.69691 3.99485 -1.12728 0.1 -0.7 0.2 -0.162
P 0.35252 2.85315 -0.09491 -0.6 1.3 1.0 0.499
O 1.29547 1.72425 -0.24487 0.4 -1.2 0.1 -0.316
C -1.41755 2.43091 -0.29273 0.9 -0.4 -0.8 -0.159
P -1.47650 1.42946 -1.82728 -1.2 -0.1 -0.3 0.477
O -0.39863 0.43402 -1.96730 0.4 0.1 -0.1 -0.369
O -1.47446 2.51657 -2.96416 -0.2 -0.1 0.8 -0.195
C -0.86362 2.19068 -4.24484 0.4 -0.1 -1.0 -0.414
C -1.74269 2.77460 -5.33738 0.0 -0.2 0.3 -0.023
C 0.54465 2.76024 -4.28706 -0.3 -0.1 0.3 -0.040
O -2.79240 0.55805 -1.88468 0.6 0.3 0.2 -0.165
C -4.19730 0.84529 -1.91376 -0.8 0.1 0.1 -0.419
C -4.51392 2.21236 -2.48524 0.1 -0.3 -0.1 -0.028
C -4.76446 0.66899 -0.51370 0.2 -0.1 -0.3 -0.036
O 0.37801 3.48961 1.37034 -0.3 -0.4 -0.8 -0.192
C 1.64498 4.05679 1.80735 0.7 0.4 0.4 -0.428
C 2.51895 3.01392 2.48733 -0.3 0.0 -0.3 -0.030
C 1.32871 5.23032 2.72346 0.0 -0.2 -0.4 -0.019
H 0.84516 7.34717 -0.90641 0.0 0.1 0.0 0.099
H 1.87603 6.27301 -1.86399 0.0 0.0 -0.1 0.099
H 1.91290 6.20251 -0.10092 0.1 0.1 0.1 0.067
H -0.42265 5.37018 -0.05220 0.1 0.0 -0.1 0.132
H -0.24248 5.74745 -3.07647 0.0 0.0 -0.1 0.087
H -1.32201 6.57004 -1.94717 0.0 0.1 0.0 0.098
H -1.54050 4.84735 -2.28710 -0.1 0.0 0.0 0.061
H -2.00957 3.33735 -0.38003 -0.1 0.1 -0.1 0.087
H -1.76031 1.85241 0.56247 0.0 -0.1 0.0 0.052
H -0.82124 1.09718 -4.32498 0.0 0.2 0.0 0.131
H -1.83346 3.84914 -5.19779 0.0 0.1 0.0 0.091
H -2.73660 2.33399 -5.32685 -0.1 0.0 0.0 0.073
H -1.28982 2.58361 -6.30649 0.0 0.0 -0.1 0.096
H 0.50297 3.84238 -4.37250 0.0 0.2 0.0 0.080
H 1.08271 2.36240 -5.14471 0.0 0.0 0.0 0.078
H 1.08343 2.49965 -3.37756 0.1 0.0 -0.1 0.061
H -4.59407 0.06124 -2.57004 0.0 0.2 0.1 0.151
H -4.12264 2.99783 -1.83979 0.0 0.1 0.0 0.083
H -5.59160 2.32905 -2.56813 -0.1 0.0 0.0 0.101
H -4.07839 2.32012 -3.47368 0.0 0.1 -0.1 0.068
H -4.40804 1.46057 0.14359 0.0 0.1 0.1 0.072
H -4.46123 -0.29524 -0.11418 0.0 -0.1 0.1 0.076
H -5.84976 0.70151 -0.54869 -0.1 0.0 0.0 0.096
H 2.17673 4.39761 0.91070 -0.1 0.1 0.2 0.124
H 2.11686 2.73464 3.45621 0.0 0.0 0.2 0.075
H 3.50830 3.43732 2.63870 0.1 0.0 0.0 0.100
H 2.60563 2.12879 1.86008 0.1 0.0 0.0 0.063
H 0.83614 4.88033 3.62760 0.0 0.0 0.1 0.082
H 0.67569 5.94396 2.22709 0.0 0.1 0.0 0.081
H 2.24992 5.73553 3.00390 0.1 0.0 0.0 0.099
C -0.83757 -2.40623 2.13513 0.1 0.5 -0.1 -0.275
N -0.06685 -3.55003 1.78545 -0.1 0.5 -0.8 -0.194
C -0.31120 -4.04932 0.46831 -0.4 0.6 0.3 -0.245
P 0.26062 -2.94522 -0.95601 0.9 -1.1 0.2 1.124
C 1.77919 -3.70028 -1.56444 -0.1 0.5 0.1 -0.384
C 1.84989 -4.20541 -2.85958 -0.1 0.1 0.0 -0.061
C 3.04280 -4.73036 -3.32170 0.1 -0.1 0.0 -0.043
C 4.16101 -4.75367 -2.50123 -0.1 0.0 -0.1 -0.036
C 4.09485 -4.23031 -1.21633 0.0 0.0 0.1 -0.048
C 2.91209 -3.69003 -0.74922 0.0 0.0 0.0 -0.125
C -1.00171 -3.27457 -2.21417 0.2 1.1 0.1 -0.359
C -1.78285 -4.43129 -2.22429 0.1 0.0 0.3 -0.072
C -2.72149 -4.60737 -3.22471 0.1 -0.1 0.0 -0.047
C -2.88950 -3.64524 -4.21015 0.1 0.0 0.0 -0.039
C -2.09617 -2.50848 -4.21029 -0.1 0.0 0.0 -0.047
C -1.15487 -2.31893 -3.21579 0.1 0.0 0.0 -0.093
C 0.68777 -4.25953 2.70736 0.8 -0.9 1.0 -0.225
C 0.46032 -4.14940 4.08883 -0.1 0.1 -0.6 -0.035
C 1.16639 -4.92395 4.98407 0.4 -0.3 0.0 -0.068
C 2.12619 -5.82425 4.54041 0.0 0.1 -0.1 -0.071
C 2.38058 -5.92482 3.17818 0.0 -0.1 0.5 -0.065
C 1.67975 -5.15504 2.27457 -0.3 0.5 0.0 -0.035
P 0.07640 -0.77920 1.87111 -0.6 -1.1 0.6 1.024
C 1.48291 -0.84325 2.99758 0.2 0.2 -0.5 -0.369
C 2.76168 -0.85283 2.44566 -0.2 0.0 0.0 -0.112
C 3.87123 -0.85232 3.27162 0.1 0.0 0.1 -0.048
C 3.70654 -0.83561 4.64845 0.1 0.0 -0.2 -0.038
C 2.43323 -0.81500 5.19888 -0.1 0.0 0.1 -0.045
C 1.31843 -0.82342 4.38275 -0.1 0.0 -0.1 -0.090
C -1.10520 0.36521 2.61756 0.2 0.3 -0.6 -0.366
C -2.47392 0.21089 2.39024 0.2 -0.1 0.1 -0.108
C -3.36629 1.09160 2.97217 -0.1 -0.1 -0.1 -0.064
C -2.90707 2.14791 3.74370 0.0 0.1 0.0 -0.036
C -1.54506 2.33129 3.92641 0.0 0.0 0.1 -0.039
C -0.64408 1.44364 3.36886 0.0 -0.2 -0.1 -0.092
H -1.16824 -2.42712 3.17752 0.0 0.1 -0.2 0.100
H -1.72106 -2.35986 1.48922 -0.1 -0.1 0.2 0.090
H -1.39902 -4.12155 0.32345 0.1 -0.1 -0.1 0.094
H 0.12609 -5.04182 0.34402 0.0 0.2 -0.2 0.114
H 0.97903 -4.18060 -3.49767 0.0 0.0 -0.1 0.106
H 3.09574 -5.11905 -4.32643 0.0 -0.1 -0.1 0.118
H 5.08616 -5.17290 -2.86948 0.1 0.0 0.0 0.119
H 4.97343 -4.23777 -0.58860 0.0 0.0 0.1 0.117
H 2.86063 -3.24451 0.23534 0.1 0.0 0.1 0.091
H -1.65589 -5.20439 -1.48119 0.0 -0.1 0.0 0.107
H -3.31855 -5.50626 -3.23125 -0.1 -0.1 0.0 0.119
H -3.63664 -3.78875 -4.97560 0.0 0.0 -0.1 0.119
H -2.21932 -1.75775 -4.97458 0.0 0.1 -0.1 0.114
H -0.54112 -1.43117 -3.19061 0.0 0.1 -0.1 0.080
H -0.30202 -3.49881 4.48404 -0.1 0.1 0.0 0.095
H 0.94940 -4.84054 6.03831 0.0 0.0 0.1 0.113
H 2.66424 -6.43957 5.24288 0.1 0.0 0.1 0.109
H 3.13234 -6.60851 2.81578 0.1 -0.1 0.0 0.113
H 1.93014 -5.23874 1.22885 0.0 0.0 -0.1 0.085
H 2.87114 -0.83619 1.36716 0.2 0.0 0.0 0.064
H 4.86078 -0.84656 2.84088 0.1 0.0 0.0 0.117
H 4.57321 -0.82574 5.29241 0.0 0.0 0.1 0.119
H 2.31103 -0.77589 6.26991 0.0 -0.1 0.1 0.118
H 0.32809 -0.79781 4.81439 -0.1 0.0 0.1 0.117
H -2.83924 -0.59962 1.77844 -0.1 0.0 -0.1 0.093
H -4.42411 0.94441 2.82187 -0.1 0.0 0.0 0.116
H -3.61294 2.82448 4.20336 0.0 0.1 0.0 0.120
H -1.17999 3.16372 4.50630 0.0 0.1 0.1 0.116
H 0.41579 1.56834 3.52058 0.0 0.1 0.0 0.083
S 3.14770 0.14442 -4.20295 0.0 -0.1 0.3 0.715
C 2.77242 -0.32752 -2.73470 0.3 0.6 -2.2 -0.933
N 2.55341 -0.74368 -1.65880 -1.1 -0.6 2.3 -0.067
```
Forces are in eV/Å.

For the total energy, the calculation gives -4248.212097 Eh. For the orbital gap (alpha / beta), the calculation gives 4.47 / 4.46 eV. As for the net charge: +2. The lowest unoccupied orbital energy (alpha / beta) comes out at -7.89 / -7.90 eV.

=====

The following is a quantum chemistry calculation of 3 unconnected molecules or ions with the total composition C23H48FN3O9S at a distorted geometry, from OMol25.

XYZ file:
```
85
Properties=species:S:1:pos:R:3:forces:R:3:lowdin_charge:R:1
C -1.83960 -1.07757 -1.53085 -1.2 0.4 -0.5 -0.124
C -1.31940 0.24777 -2.29379 0.2 -0.5 -1.2 -0.244
C 0.23307 0.61216 -2.06022 -0.1 1.2 0.3 -0.211
C 0.82780 0.20741 -0.61611 1.3 0.5 -0.2 -0.178
C 1.91590 -0.98205 -0.88370 -1.1 0.6 0.0 -0.120
C 2.73836 -1.40471 0.43501 0.3 -0.6 -1.9 -0.383
N 3.75246 -0.26747 0.54263 2.1 -1.0 5.7 0.146
C 4.49991 -0.44002 1.62067 2.4 -3.9 -0.1 -0.129
O 5.32905 -0.93704 2.43167 -5.3 4.0 -4.8 0.117
O 1.85543 -1.60116 1.58740 1.4 -1.3 0.2 -0.159
S 2.28609 -2.91486 2.57102 -1.7 -2.7 4.5 0.848
O 1.17491 -3.91635 2.90600 3.2 3.3 -3.0 -0.297
O 2.81612 -2.50544 3.92333 -0.2 0.1 -4.9 -0.282
O 3.41616 -3.59849 1.48989 -1.6 2.3 1.3 -0.210
C 3.56325 -2.79588 0.26316 0.5 -1.7 -1.1 -0.205
C 3.13724 -3.82795 -0.90294 -1.0 0.3 -0.6 -0.087
C 1.81731 -4.70429 -0.57153 0.4 -0.9 -0.1 -0.281
C 1.34886 -5.54670 -1.87487 0.2 0.2 0.6 -0.052
F 0.70449 -3.88714 -0.06486 2.0 -1.0 -1.0 -0.089
H -2.45568 -1.70579 -2.29376 1.0 1.0 1.4 0.081
H -1.01390 -1.76519 -1.13102 -1.2 1.2 -0.4 0.059
H -2.59274 -0.74188 -0.70886 1.6 -1.0 -1.2 0.080
H -1.43879 0.03303 -3.43417 0.2 0.5 1.9 0.101
H -2.00841 1.16599 -2.10037 1.3 -1.7 0.0 0.112
H 0.94046 0.20590 -2.89340 -1.4 0.4 1.4 0.113
H 0.32325 1.77149 -2.14707 -0.2 -2.0 0.1 0.091
H 0.04659 -0.06121 0.17799 1.1 0.1 -1.4 0.114
H 1.39668 1.13604 -0.20003 -0.9 -1.7 -0.6 0.117
H 2.64811 -0.56978 -1.68549 -1.0 -0.8 1.6 0.137
H 1.33154 -1.83445 -1.38147 1.0 1.0 1.1 0.109
H 4.70928 -2.70095 0.08258 -2.1 0.6 0.7 0.174
H 2.96627 -3.29963 -1.92481 0.4 -0.6 1.9 0.126
H 4.02775 -4.54759 -1.07356 -1.6 1.0 0.4 0.142
H 2.10306 -5.45749 0.26389 -0.8 1.6 -1.2 0.150
H 1.58377 -6.66205 -1.64937 -0.5 1.9 -0.7 0.092
H 1.94105 -5.17107 -2.79036 -1.0 -0.8 1.4 0.079
H 0.21922 -5.42434 -2.08316 1.9 -0.2 0.5 0.095
C -5.83420 -2.93285 5.51558 0.1 0.3 -0.1 -0.117
O -4.62763 -2.19575 5.63697 -0.2 -0.5 0.2 -0.199
C -3.53651 -2.97272 6.14134 0.5 0.4 -0.3 -0.205
C -2.49661 -3.22450 5.04590 -0.6 -0.2 0.1 -0.204
N -3.00350 -4.15236 4.03360 0.1 0.2 0.1 -0.052
C -2.18261 -4.21509 2.82101 -0.2 0.0 0.0 -0.188
C -2.02418 -2.92694 1.99831 0.2 -0.4 -0.3 -0.215
O -3.21978 -2.48758 1.35558 0.2 0.2 0.4 -0.195
C -4.09470 -1.73737 2.18393 -0.1 -0.1 -0.5 -0.099
H -6.64223 -2.22671 5.31269 0.1 0.0 0.0 0.089
H -5.78115 -3.63427 4.67888 -0.1 -0.2 0.1 0.073
H -6.06630 -3.47043 6.43926 0.0 -0.1 0.0 0.086
H -3.87310 -3.90707 6.60084 -0.1 0.0 -0.2 0.119
H -3.06734 -2.36967 6.92590 0.0 -0.1 0.0 0.119
H -1.59220 -3.64448 5.49797 0.0 0.0 -0.1 0.125
H -2.24170 -2.25566 4.60582 0.1 0.1 0.2 0.100
H -3.94089 -3.87281 3.76756 0.1 0.0 0.1 0.062
H -2.64373 -4.96881 2.17440 0.1 0.1 0.0 0.120
H -1.19078 -4.59342 3.08698 0.0 0.2 0.0 0.098
H -1.32224 -3.15192 1.18825 -0.1 0.0 0.1 0.100
H -1.56700 -2.11185 2.56948 -0.1 0.0 0.1 0.110
H -3.55761 -1.13472 2.92037 0.0 -0.1 0.1 0.089
H -4.80443 -2.40178 2.67543 -0.1 0.1 0.3 0.067
H -4.67307 -1.06484 1.54342 0.1 -0.1 0.0 0.087
C 2.46367 7.92082 -1.30817 -0.3 0.1 0.0 -0.114
O 1.67515 8.15530 -2.46500 0.5 -0.1 0.0 -0.197
C 2.38086 7.92660 -3.68841 -0.6 0.0 -0.4 -0.205
C 1.85413 6.67316 -4.39291 0.3 0.1 0.5 -0.208
N 2.22976 5.45769 -3.66872 -0.2 0.1 -0.2 -0.054
C 1.52610 4.25485 -4.12073 0.0 0.1 0.3 -0.196
C -0.00621 4.22682 -3.98278 0.2 -0.5 0.0 -0.219
O -0.47162 4.18507 -2.63629 0.0 0.3 -0.4 -0.200
C -0.52956 5.44921 -1.99186 -0.2 -0.3 0.3 -0.092
H 1.91509 8.29964 -0.44329 0.0 0.0 -0.1 0.090
H 2.63082 6.85084 -1.15940 0.2 0.0 0.1 0.073
H 3.42228 8.44365 -1.36783 0.0 -0.1 0.0 0.087
H 3.46366 7.88011 -3.53772 -0.1 -0.1 0.1 0.120
H 2.17380 8.79083 -4.32830 0.0 -0.1 0.0 0.120
H 2.26643 6.62991 -5.40638 0.0 0.0 0.0 0.122
H 0.76702 6.77133 -4.46895 -0.1 0.2 -0.1 0.099
H 2.03534 5.58636 -2.68215 0.0 0.0 -0.1 0.064
H 1.92844 3.42264 -3.53387 -0.1 0.0 -0.1 0.112
H 1.79447 4.06210 -5.16496 -0.1 0.1 0.0 0.117
H -0.35116 3.29294 -4.44032 0.0 0.0 0.1 0.118
H -0.49850 5.02986 -4.54116 0.1 0.1 0.1 0.110
H -0.77505 6.25903 -2.68293 0.1 0.0 0.0 0.090
H 0.41151 5.65137 -1.48188 0.1 0.3 0.0 0.068
H -1.30792 5.40221 -1.22491 0.0 -0.1 -0.1 0.091
```
Forces are in eV/Å.

For the total energy, the calculation gives -2244.325474 Eh. The structure (SMILES) is CCCCC[C@@]1(N=C=O)OS(=O)(=O)O[C@H]1C[C@H](C)F.COCCNCCOC.COCCNCCOC. For the orbital gap, the calculation gives 8.14 eV. As for the net charge: 0. The lowest unoccupied orbital energy comes out at -0.08 eV.

=====

The following is a quantum chemistry calculation of a molecular structure, C25H30N5RuS5 at a distorted geometry, from OMol25.

XYZ file:
```
66
Properties=species:S:1:pos:R:3:forces:R:3:mulliken_spin:R:1
Ru -0.02623 0.38383 0.38061 1.5 -0.6 -1.3 0.006
C -2.52602 -4.29924 1.26456 0.0 0.0 0.0 0.002
S -2.21143 -3.91111 -0.46972 0.0 0.1 -0.1 0.015
C -1.31214 -2.37013 -0.32678 -0.1 -0.1 0.1 0.119
S -1.81563 -1.19210 0.83936 -0.2 0.2 0.3 0.045
N -0.35357 -2.24670 -1.17651 0.2 0.3 0.1 -0.095
N 0.28614 -1.03414 -1.06810 -0.4 -0.5 0.0 0.263
C 1.29799 -0.86322 -1.91058 0.1 0.0 -0.1 0.098
C 2.08357 0.28099 -1.79049 0.0 0.0 0.0 0.123
C 3.20580 0.56324 -2.61945 0.0 0.0 0.0 0.039
C 3.95142 1.68316 -2.39326 0.0 0.1 0.0 0.004
C 3.59878 2.55633 -1.34101 0.0 -0.1 0.0 0.197
C 2.48797 2.23132 -0.57895 0.1 0.1 -0.1 -0.083
N 1.74641 1.15126 -0.77978 -0.4 0.2 0.3 0.136
H -3.14100 -5.20107 1.27232 0.0 0.0 0.0 -0.001
H -3.05289 -3.48098 1.75096 0.0 0.0 0.0 0.002
H -1.59484 -4.48609 1.79924 0.0 0.0 0.0 0.002
H 1.50516 -1.62906 -2.64960 0.0 0.0 0.0 0.030
H 3.45676 -0.12944 -3.41454 0.0 0.0 0.0 0.004
H 4.80948 1.89940 -3.02234 0.0 0.0 0.0 0.004
H 4.16416 3.45318 -1.12860 0.0 0.0 0.0 0.016
H 2.15435 2.85725 0.24287 0.0 0.0 0.0 0.002
S 0.05143 2.47330 1.59019 -0.6 0.2 0.4 -0.006
C -0.85172 3.62517 0.60100 0.1 -0.2 0.0 0.004
C -0.96360 4.94454 1.04920 0.0 0.0 0.0 0.001
C -1.63398 5.91957 0.32476 0.0 0.0 0.0 0.000
C -2.21293 5.57689 -0.89334 0.0 0.0 0.0 0.001
C -2.12068 4.27059 -1.34727 0.0 0.0 0.0 -0.005
C -1.46111 3.26716 -0.62400 -0.1 -0.1 0.1 -0.009
S -1.44459 1.62173 -1.22250 -0.1 0.3 -0.2 0.040
H -0.50872 5.19305 2.00274 0.0 0.0 0.0 0.000
H -1.70763 6.93206 0.70847 0.0 0.0 0.0 0.000
H -2.73940 6.32153 -1.48243 0.0 0.0 0.0 0.000
H -2.57316 3.99119 -2.29287 0.0 0.0 0.0 -0.001
C 1.05275 -2.09756 3.21323 0.0 0.0 0.0 0.006
C 1.63220 -0.72366 2.84151 0.0 0.2 0.0 0.024
C 3.16288 -0.76774 2.95042 0.0 0.0 -0.1 -0.005
C 1.10594 0.34461 3.79176 0.0 -0.1 0.0 0.003
C 1.23380 -0.51504 1.39539 0.0 -0.1 0.1 0.011
H 1.36671 -2.36814 4.22855 0.0 0.0 0.0 0.000
H 1.39636 -2.87106 2.51980 0.0 0.0 0.0 -0.001
H -0.03698 -2.06788 3.17399 0.0 0.0 0.0 -0.002
H 3.46920 -0.94279 3.98744 0.0 0.0 0.0 -0.001
H 3.59510 0.18053 2.62142 0.0 0.0 0.0 0.002
H 3.57819 -1.56270 2.32482 0.0 0.0 0.0 0.001
H 1.48646 0.16345 4.80511 0.0 0.0 0.0 0.000
H 0.02031 0.35013 3.82800 -0.1 0.0 0.0 -0.001
H 1.42866 1.33456 3.47062 0.0 0.0 0.0 -0.002
H 1.92749 -1.11834 0.77317 0.0 -0.1 0.1 0.003
C -5.59677 -3.09226 4.22896 0.1 -0.1 -0.1 0.000
C -4.25587 -2.50587 4.54285 0.1 0.1 0.0 0.001
C -3.52394 -2.79883 5.64742 0.3 0.2 -0.1 0.000
C -2.29369 -2.06621 5.81106 -0.3 0.0 0.2 0.001
N -1.96389 -1.03544 5.09852 -0.2 0.1 -0.5 0.001
C -2.77750 -0.64142 4.02405 0.1 -1.0 0.7 0.000
S -2.62371 0.70529 3.15536 0.0 0.7 0.3 0.002
N -3.76493 -1.58815 3.68136 -0.3 0.4 0.1 0.000
C -1.34174 -2.47492 6.90206 0.0 0.0 -0.1 0.000
H -5.93170 -3.73308 5.04174 0.0 0.0 0.0 0.000
H -5.56151 -3.67945 3.30883 0.0 0.0 0.0 0.000
H -6.32328 -2.29060 4.08635 0.0 0.0 0.0 0.000
H -3.85069 -3.53896 6.36210 0.0 0.0 0.0 0.000
H -4.29150 -1.31406 2.86168 0.0 -0.1 -0.1 0.001
H -1.86817 -2.89644 7.76005 0.0 0.0 0.0 0.000
H -0.75278 -1.61335 7.20898 0.0 0.0 0.0 0.000
H -0.65767 -3.23489 6.51652 0.0 0.0 0.0 0.000
```
Forces are in eV/Å.

For the total energy, the calculation gives -3330.273305 Eh. As for the spin multiplicity: 2. Its expectation value of S² is 0.78. For the orbital gap (alpha / beta), the calculation gives 3.40 / 4.03 eV. As for the net charge: -2. The lowest unoccupied orbital energy (alpha / beta) comes out at 3.90 / 3.90 eV.